{
  "formula": "C32H44AlClF7N2O22S2",
  "method": "ωB97M-V with the def2-TZVPD basis set",
  "elements": ["N", "Al", "C", "C", "C", "Cl", "C", "C", "C", "S", "C", "S", "N", "C", "C", "O", "C", "C", "H", "H", "H", "H", "H", "H", "H", "H", "H", "H", "H", "H", "H", "H", "H", "H", "H", "H", "H", "H", "H", "H", "H", "C", "C", "O", "C", "O", "O", "F", "H", "H", "H", "C", "C", "O", "C", "O", "O", "F", "H", "H", "H", "C", "C", "O", "C", "O", "O", "F", "H", "H", "H", "C", "C", "O", "C", "O", "O", "F", "H", "H", "H", "C", "C", "O", "C", "O", "O", "F", "H", "H", "H", "C", "C", "O", "C", "O", "O", "F", "H", "H", "H", "C", "C", "O", "C", "O", "O", "F", "H", "H", "H"],
  "coordinates": [[-2.412, -3.597, 1.597], [-1.031, -2.591, 2.476], [-0.947, -0.626, 1.944], [-0.545, -0.326, 0.455], [-1.428, -1.048, -0.613], [-0.311, -2.073, -1.667], [0.718, -3.610, 2.246], [2.015, -2.832, 2.693], [1.916, -2.097, 4.079], [2.450, -3.171, 5.497], [1.842, -2.264, 6.995], [0.261, -2.556, 7.427], [2.718, -1.345, 7.732], [2.132, 0.012, 7.615], [3.152, 0.994, 8.288], [3.174, 0.778, 9.691], [3.514, -0.564, 10.007], [2.713, -1.640, 9.166], [-3.323, -3.156, 1.701], [-2.429, -4.518, 2.026], [-1.401, -2.615, 4.056], [-0.191, -0.119, 2.596], [-1.929, -0.141, 2.175], [0.545, -0.491, 0.320], [-0.692, 0.775, 0.291], [-1.950, -0.336, -1.288], [-2.208, -1.711, -0.196], [0.835, -3.923, 1.175], [0.656, -4.559, 2.833], [2.823, -3.603, 2.810], [2.406, -2.136, 1.916], [2.622, -1.231, 4.055], [0.920, -1.671, 4.316], [1.996, 0.317, 6.560], [1.189, 0.049, 8.205], [4.156, 0.904, 7.812], [2.775, 2.023, 8.097], [3.207, -0.744, 11.061], [4.606, -0.771, 9.958], [1.687, -1.658, 9.615], [3.168, -2.625, 9.397], [-0.737, 4.101, 3.561], [0.747, 3.981, 3.369], [1.111, 3.011, 4.335], [0.017, 2.212, 4.493], [0.037, 1.147, 5.010], [-1.096, 2.785, 3.970], [1.383, 5.151, 3.659], [-0.997, 4.812, 4.350], [-1.257, 4.383, 2.646], [1.046, 3.638, 2.376], [-2.510, 2.774, -3.438], [-1.733, 4.052, -3.366], [-1.896, 4.443, -2.009], [-2.060, 3.288, -1.305], [-1.964, 3.205, -0.125], [-2.343, 2.244, -2.122], [-2.278, 5.013, -4.166], [-3.572, 2.939, -3.628], [-2.122, 2.092, -4.191], [-0.679, 3.949, -3.588], [-5.904, -0.265, -5.811], [-5.345, 1.077, -5.439], [-4.348, 1.287, -6.423], [-4.764, 0.614, -7.530], [-4.324, 0.777, -8.617], [-5.756, -0.267, -7.231], [-4.754, 1.046, -4.215], [-5.329, -1.089, -5.383], [-6.948, -0.378, -5.524], [-6.069, 1.892, -5.472], [1.862, 5.492, -6.552], [0.545, 5.624, -7.260], [-0.052, 4.358, -7.046], [0.445, 3.900, -5.869], [-0.025, 3.005, -5.246], [1.540, 4.601, -5.484], [0.715, 5.811, -8.592], [2.630, 5.041, -7.184], [2.232, 6.443, -6.172], [-0.106, 6.406, -6.861], [-7.030, 5.510, -2.577], [-6.825, 4.024, -2.540], [-6.560, 3.711, -3.898], [-5.982, 4.823, -4.435], [-5.393, 4.836, -5.462], [-6.163, 5.907, -3.640], [-7.954, 3.378, -2.154], [-8.059, 5.782, -2.825], [-6.753, 5.995, -1.643], [-5.987, 3.699, -1.919], [5.471, -6.121, -0.044], [5.600, -5.374, 1.251], [4.497, -5.854, 1.999], [4.264, -7.120, 1.555], [3.599, -7.918, 2.125], [4.895, -7.357, 0.376], [5.455, -4.038, 1.063], [4.799, -5.624, -0.744], [6.431, -6.283, -0.533], [6.526, -5.568, 1.797], [3.433, -4.505, -3.935], [3.634, -5.007, -5.334], [4.985, -5.438, -5.320], [5.248, -5.815, -4.039], [6.183, -6.467, -3.711], [4.301, -5.355, -3.183], [3.502, -4.008, -6.244], [3.747, -3.466, -3.813], [2.402, -4.602, -3.598], [2.986, -5.842, -5.612]],
  "mulliken_charge": [-0.51, -0.11, -0.32, -0.42, -0.03, -0.29, -0.74, -0.43, -0.19, -0.22, -0.08, -0.12, -0.11, -0.18, -0.63, -0.37, -0.57, -0.55, 0.10, 0.15, -0.27, -0.28, 0.44, 0.43, 0.00, 0.03, 0.30, 0.30, 0.40, 0.09, 0.29, 0.37, -0.03, 0.13, 0.37, 0.34, 0.34, 0.32, 0.29, 0.40, 0.38, -0.41, 0.37, -0.31, 0.63, -0.40, -0.30, -0.31, 0.27, 0.20, 0.27, 0.29, 0.43, -0.36, 0.51, -0.54, -0.21, -0.31, -0.46, 0.32, 0.32, -0.44, 0.50, -0.21, 0.53, -0.51, -0.33, -0.31, 0.31, 0.30, 0.19, -0.44, 0.30, -0.27, 0.68, -0.54, -0.29, -0.29, 0.29, 0.27, 0.28, -0.51, 0.41, -0.23, 0.68, -0.50, -0.34, -0.30, 0.29, 0.30, 0.19, -0.24, 0.39, -0.21, 0.60, -0.51, -0.35, -0.28, 0.11, 0.29, 0.22, -0.49, 0.33, -0.33, 0.61, -0.50, -0.20, -0.28, 0.26, 0.31, 0.28],
  "lumo_energy_ev": 1.53,
  "total_charge": -1,
  "relative_energy_kcal_mol": 40.41,
  "gap_ev": 5.66
}



{
  "formula": "C32H44BF5O14S3",
  "method": "ωB97M-V with the def2-TZVPD basis set",
  "elements": ["C", "C", "C", "C", "C", "C", "C", "B", "O", "O", "C", "O", "C", "C", "O", "C", "C", "C", "C", "F", "F", "C", "C", "C", "C", "C", "C", "F", "F", "F", "C", "C", "C", "O", "H", "H", "H", "H", "H", "H", "H", "H", "H", "H", "H", "H", "H", "H", "H", "H", "H", "H", "H", "H", "C", "C", "O", "S", "C", "O", "O", "H", "H", "H", "H", "H", "H", "H", "H", "C", "C", "O", "S", "C", "O", "O", "H", "H", "H", "H", "H", "H", "H", "H", "C", "C", "O", "S", "C", "O", "O", "H", "H", "H", "H", "H", "H", "H", "H"],
  "coordinates": [[4.435, -0.013, -0.020], [4.414, 1.026, -1.331], [2.832, 1.250, -1.697], [2.506, 2.682, -2.461], [3.873, 3.394, -3.108], [1.569, 3.714, -1.603], [1.911, 4.373, -0.313], [3.389, 4.139, 0.387], [4.604, 4.922, 0.020], [3.613, 3.072, 1.426], [0.881, 5.385, 0.533], [1.330, 6.435, 1.232], [-0.736, 4.989, 0.377], [-1.789, 5.257, 1.605], [-1.416, 5.857, 2.919], [-3.355, 4.788, 1.380], [-3.770, 4.083, -0.055], [-2.720, 3.811, -1.309], [-3.228, 3.083, -2.708], [-3.543, 4.159, -3.677], [-2.224, 2.084, -3.235], [-4.623, 2.186, -2.486], [-6.138, 2.753, -2.830], [-7.405, 1.696, -2.592], [-7.115, 0.175, -2.029], [-5.594, -0.404, -1.673], [-5.391, -1.972, -1.144], [-6.549, -2.219, -0.212], [-4.119, -2.170, -0.389], [-5.432, -2.935, -2.280], [-4.351, 0.641, -1.907], [-1.152, 4.282, -1.080], [0.055, 4.075, -2.215], [-0.165, 4.231, -3.547], [5.240, 0.370, 0.773], [4.715, -1.112, -0.313], [3.396, 0.039, 0.565], [4.986, 1.982, -0.975], [5.044, 0.489, -2.172], [2.098, 1.192, -0.785], [2.522, 0.360, -2.425], [1.865, 2.373, -3.421], [4.667, 3.684, -2.299], [4.324, 2.604, -3.879], [3.484, 4.295, -3.756], [4.351, 5.880, -0.127], [4.608, 3.099, 1.647], [-1.386, 5.069, 3.566], [-4.122, 4.951, 2.273], [-4.900, 3.740, -0.153], [-6.307, 3.862, -3.228], [-8.520, 2.020, -2.848], [-8.006, -0.578, -1.895], [-3.248, 0.293, -1.665], [-1.611, -3.690, -2.312], [-1.360, -3.440, -0.837], [-0.448, -4.386, -0.298], [1.141, -4.207, -0.612], [1.738, -5.369, 0.590], [1.553, -2.878, -0.215], [1.416, -4.736, -1.932], [-0.711, -3.493, -2.903], [-2.408, -3.041, -2.685], [-1.890, -4.734, -2.487], [-1.009, -2.418, -0.662], [-2.302, -3.556, -0.291], [1.492, -5.004, 1.588], [2.821, -5.447, 0.475], [1.274, -6.340, 0.404], [6.538, -6.182, -1.695], [7.262, -6.746, -0.487], [7.827, -5.713, 0.309], [6.844, -4.851, 1.282], [8.115, -4.063, 2.239], [6.115, -5.759, 2.140], [6.178, -3.839, 0.490], [5.648, -5.622, -1.394], [6.220, -6.986, -2.366], [7.184, -5.492, -2.247], [6.600, -7.380, 0.112], [8.090, -7.376, -0.829], [8.657, -4.824, 2.803], [7.635, -3.359, 2.923], [8.785, -3.527, 1.565], [-4.502, -1.008, 3.030], [-5.797, -0.316, 3.412], [-5.657, 0.420, 4.618], [-4.888, 1.857, 4.572], [-5.371, 2.421, 6.184], [-5.521, 2.698, 3.579], [-3.460, 1.619, 4.581], [-3.734, -0.279, 2.756], [-4.656, -1.673, 2.176], [-4.111, -1.590, 3.870], [-6.158, 0.327, 2.603], [-6.568, -1.075, 3.589], [-6.454, 2.556, 6.202], [-4.871, 3.373, 6.372], [-5.057, 1.684, 6.926]],
  "mulliken_charge": [-0.74, -0.11, -0.67, 0.24, -1.06, 0.05, 0.56, 0.49, -0.64, -0.59, 0.13, -0.57, 0.05, -0.11, -0.49, -0.45, -0.48, 0.17, 1.43, -0.27, -0.28, -0.46, -0.34, -0.47, -0.51, 0.09, 0.74, -0.25, -0.16, -0.24, -0.17, 0.22, -0.10, -0.54, 0.20, 0.22, 0.18, 0.08, 0.38, 0.31, 0.20, 0.35, 0.18, 0.31, 0.36, 0.34, 0.30, 0.37, 0.32, 0.26, 0.32, 0.29, 0.31, 0.31, -1.02, -0.20, -0.34, 1.22, -0.79, -0.58, -0.63, 0.35, 0.35, 0.28, 0.31, 0.14, 0.31, 0.22, 0.34, -0.87, -0.31, -0.31, 1.25, -1.03, -0.66, -0.50, 0.18, 0.38, 0.26, 0.31, 0.27, 0.34, 0.37, 0.32, -0.85, -0.38, -0.28, 1.27, -0.97, -0.62, -0.62, 0.30, 0.25, 0.30, 0.31, 0.27, 0.32, 0.37, 0.33],
  "lumo_energy_ev": -1.62,
  "total_charge": 0,
  "gap_ev": 7.54,
  "smiles": "CCC[C@H](C)C1=C(B(O)O)C(=O)c2c(O)ccc(C(F)(F)c3cccc(C(F)(F)F)c3)c2C1=O.CCOS(C)(=O)=O.CCOS(C)(=O)=O.CCOS(C)(=O)=O"
}



Calculated electronic energy, -5208.69032 -4017.01239 a.u. (same order as the records).
Calculated max |F|, 1.905 8.977 eV/A (same order as the records).